# 1
C18H45BN9O16 | wB97M-V/def2-TZVPD

```
89
C18H45BN9O16 (wB97M-V/def2-TZVPD)
C -2.53522 -3.12683 -2.92387
N -1.66861 -4.26540 -3.41443
C -2.58885 -5.50253 -3.37478
B -0.45845 -4.51103 -2.53519
O -0.49534 -5.76473 -1.70284
C 0.89694 -3.53908 -2.46659
C 0.84262 -2.22446 -3.41379
C 0.99138 -0.77093 -2.71952
C -0.44246 0.04884 -2.98556
C 2.10071 0.07621 -3.64665
N 1.49680 -0.69541 -1.31826
O 2.83004 -0.49205 -1.23445
C 0.99384 -1.75093 -0.38176
C -0.55206 -1.60151 0.12745
C 1.93101 -1.60959 0.99957
C 1.20400 -3.29528 -0.88226
H -2.06449 -2.53813 -2.02395
H -2.79228 -2.36223 -3.79385
H -3.57918 -3.54587 -2.52612
H -3.50671 -5.24633 -4.08353
H -3.05980 -5.67397 -2.30059
H -2.06132 -6.46517 -3.80043
H -0.80092 -5.54439 -0.76514
H 1.77906 -4.23342 -2.87423
H 1.71116 -2.33500 -4.22576
H -0.15943 -2.20389 -4.06242
H -0.49254 0.52116 -4.07006
H -1.38697 -0.57889 -2.69620
H -0.41683 0.98111 -2.24265
H 3.08039 -0.53394 -3.84332
H 2.26459 1.16355 -3.24683
H 1.56629 0.19436 -4.70717
H -1.22069 -0.85917 -0.47710
H -0.53355 -1.18494 1.24615
H -1.13073 -2.64234 0.21161
H 1.38607 -2.26843 1.83247
H 1.94185 -0.48986 1.34733
H 3.00881 -2.07388 0.84238
H 2.35454 -3.55348 -0.69833
H 0.60826 -3.98990 -0.14055
C -1.23211 2.90399 1.38165
N -1.65926 1.47893 1.40391
O -2.35380 1.08143 0.46126
O -1.28528 0.79966 2.36710
H -1.63074 3.37823 0.48224
H -1.63117 3.38164 2.27874
H -0.14038 2.92070 1.37477
C -0.71717 6.12908 5.19858
N -1.58803 5.97719 4.00179
O -1.16990 5.26078 3.08478
O -2.66673 6.58149 4.01675
H 0.19399 5.54592 5.04871
H -0.48305 7.19041 5.30316
H -1.27476 5.75831 6.06105
C -1.29600 -8.53884 1.44134
N -1.54146 -7.09832 1.72139
O -2.49654 -6.81915 2.45546
O -0.76843 -6.28855 1.19632
H -2.04768 -9.13353 1.96485
H -1.37375 -8.68255 0.36177
H -0.29409 -8.77879 1.80301
C -1.42946 8.76876 0.91663
N -0.24633 9.27198 1.66546
O 0.52953 10.02121 1.06075
O -0.12994 8.90058 2.83913
H -1.40416 9.17373 -0.09733
H -1.36861 7.67875 0.89828
H -2.32267 9.10803 1.44513
C 5.82372 1.85942 -4.34837
N 4.95287 1.70752 -5.54516
O 5.37099 0.99111 -6.46217
O 3.87417 2.31183 -5.53020
H 6.73489 1.27626 -4.49824
H 6.05785 2.92074 -4.24379
H 5.26614 1.48864 -3.48591
C -4.64866 -6.82961 4.85069
N -5.50536 -7.87564 5.47170
O -5.47168 -9.00567 4.97085
O -6.18746 -7.53271 6.44440
H -4.10717 -7.26951 4.01043
H -5.30472 -6.02656 4.50884
H -3.95342 -6.47652 5.61501
C 3.83394 9.64532 1.67229
N 4.82223 9.47108 2.77078
O 4.46696 9.79853 3.90900
O 5.92673 9.01054 2.45934
H 2.91190 10.05671 2.08866
H 4.26867 10.33283 0.94393
H 3.65344 8.66239 1.23243
```

Computed properties:
- Gap between HOMO and LUMO (spin up / spin down): 7.94 / 8.51 eV
- Maximum force: 3.783 eV Å⁻¹
- E: -66217.1842 eV
- Expectation value of S²: 0.7548
- Multiplicity: 2
- HOMO level (spin up / spin down): -8.59 / -9.17 eV

# 2
C3H5NO2 | wB97M-V/def2-TZVPD

```
11
C3H5NO2 (wB97M-V/def2-TZVPD)
O 1.77260 0.05715 0.74492
C 0.55329 -0.42620 0.30286
C -0.78846 -0.20883 1.02961
O -1.42215 -0.04277 -0.27665
C -0.19425 0.12679 -0.88243
N 0.16883 0.57277 -1.99595
H 1.92239 0.93685 0.37781
H 0.64735 -1.49890 0.11036
H -1.17863 -1.05676 1.59695
H -0.87897 0.71689 1.60492
H -0.60199 0.82300 -2.61240
```

Computed properties:
- Gap between HOMO and LUMO: 11.19 eV
- Maximum force: 0.554 eV Å⁻¹
- E: -8775.7446 eV
- ΔE to the lowest compared entry with this formula, charge and spin: 188.2 kJ/mol
- HOMO level: -10.37 eV

# 3
C4H12N2O | wB97M-V/def2-TZVPD

```
19
C4H12N2O (wB97M-V/def2-TZVPD)
C -2.19289 -1.39294 0.31378
N -0.81696 -1.43407 -0.18123
C -0.03176 -0.29226 0.20194
C -0.37260 0.96176 -0.60207
N -0.06535 2.14221 0.19434
C 1.44636 -0.64918 0.00621
O 2.31011 0.45882 -0.17704
H -2.79381 -2.15559 -0.16520
H -2.23005 -1.53269 1.39451
H -2.60431 -0.41565 0.06881
H -0.37847 -2.31595 0.06701
H -0.20671 -0.01591 1.26948
H 0.22280 0.93430 -1.51834
H -1.38662 0.90774 -1.00757
H -0.05763 2.96212 -0.39871
H -0.79734 2.25570 0.88630
H 1.87023 -1.31369 0.76581
H 1.50405 -1.20354 -0.93763
H 2.15861 1.06620 0.55679
```

Computed properties:
- Gap between HOMO and LUMO: 9.93 eV
- Maximum force: 0.992 eV Å⁻¹
- E: -9369.6625 eV
- ΔE to the lowest compared entry with this formula, charge and spin: 147.7 kJ/mol
- HOMO level: -8.89 eV

# 4
C34H28BF4N4OPdSi | wB97M-V/def2-TZVPD

```
74
C34H28BF4N4OPdSi (wB97M-V/def2-TZVPD)
Pd -0.99083 -1.68716 0.39322
C -3.57380 -1.46869 2.23979
Si -2.07027 -1.41678 3.34364
C -2.20092 0.17551 4.35464
C -2.07161 -2.90025 4.48022
N -0.63976 -1.38988 2.34588
C 0.66652 -1.31749 2.77387
C 0.99392 -1.18461 4.13547
C 2.30283 -1.10890 4.58744
C 3.36215 -1.16184 3.69995
C 3.08756 -1.30663 2.34408
C 1.78462 -1.38479 1.90148
O 1.47327 -1.56759 0.56813
C 2.34251 -1.24896 -0.44592
C 2.85947 0.03546 -0.55712
C 3.62764 0.35737 -1.66576
C 3.85678 -0.58612 -2.66001
C 3.31907 -1.86028 -2.54191
C 2.56675 -2.20090 -1.42603
H -4.48228 -1.45072 2.84961
H -3.60037 -2.38336 1.64398
H -3.60262 -0.60771 1.56806
H -3.13784 0.19927 4.91788
H -2.18945 1.03960 3.68432
H -1.38242 0.29809 5.06558
H -2.97701 -2.91641 5.09338
H -1.20967 -2.90917 5.14950
H -2.04268 -3.81592 3.88459
H 0.19148 -1.14929 4.85804
H 2.48886 -1.01048 5.65026
H 4.38590 -1.10601 4.04512
H 3.89411 -1.37042 1.62490
H 2.65036 0.76294 0.21782
H 4.03478 1.35687 -1.76113
H 4.43902 -0.32473 -3.53400
H 3.46013 -2.58567 -3.33191
H 2.11592 -3.17933 -1.31954
N -1.11728 -2.11106 -1.65189
C -0.96846 -2.17873 -2.79453
C -0.78836 -2.18306 -4.17420
C -1.86052 -1.84892 -5.03131
N -2.71826 -1.56351 -5.75094
C 0.49634 -2.43928 -4.70735
N 1.54707 -2.64964 -5.13906
F -1.55291 -5.77663 -0.20726
B -1.83677 -5.00102 0.89711
F -1.00144 -3.77928 0.80540
F -3.16274 -4.57353 0.91580
F -1.48816 -5.62371 2.08657
C -1.03438 0.18954 -0.00830
C -0.89697 1.29650 -0.54470
C -0.63837 2.45348 -1.19573
C 0.14413 3.48681 -0.50504
C 0.09895 3.56458 0.89118
C 0.87389 4.49039 1.56361
C 1.72104 5.33303 0.85444
C 1.79220 5.24817 -0.52936
C 1.00573 4.33414 -1.20913
C -1.10385 2.60619 -2.57069
C -1.28944 1.46276 -3.35712
C -1.76296 1.57693 -4.65062
C -2.07598 2.82978 -5.16271
C -1.91968 3.97026 -4.38313
C -1.43034 3.86371 -3.09427
H -0.55154 2.89176 1.43513
H 0.82648 4.54806 2.64268
H 2.33827 6.04750 1.38366
H 2.46986 5.88776 -1.07917
H 1.08972 4.24153 -2.28306
H -1.04457 0.49088 -2.94500
H -1.90513 0.68927 -5.25315
H -2.45387 2.91434 -6.17350
H -2.19109 4.94056 -4.77741
H -1.34275 4.74541 -2.47449
```

Computed properties:
- Gap between HOMO and LUMO: 4.29 eV
- Maximum force: 1.052 eV Å⁻¹
- E: -66630.7446 eV
- ΔE to the lowest compared entry with this formula, charge and spin: 51.9 kJ/mol
- Charge: -1
- HOMO level: -4.86 eV

Q: Which of these has the lowest maximum force?
A: C3H5NO2